1.
This record from the OMol25 dataset describes a molecular structure, C68H125Cl6N9O6 in a non-equilibrium geometry. The level of theory is wB97M-V/def2-TZVPD.

* LUMO level (alpha / beta): 0.43 / -0.99 eV
* 2S+1: 7
* F_max: 6.89 eV/A
* HOMO (alpha / beta): -7.600 / -7.603 eV

Geometry (Å):
C: 4.20686 1.56146 -5.31359
Cl: 4.12939 1.69543 -3.55815
Cl: 5.78127 0.90326 -5.60718
Cl: 4.03750 3.12530 -6.08829
H: 3.44654 0.86129 -5.65966
C: 6.45666 2.34170 -0.92810
Cl: 7.76129 2.73411 0.14705
Cl: 4.90058 2.03868 0.01273
Cl: 6.92035 0.93016 -1.88910
H: 6.32173 3.13748 -1.66066
C: 0.86027 -5.28931 -2.32363
C: 1.36393 -6.50700 -1.47633
C: 2.73257 -6.90827 -2.08249
C: 3.50963 -7.90679 -1.26977
C: 3.60337 -7.44698 0.16680
C: 2.23878 -7.12567 0.89251
N: 1.43173 -6.25676 -0.03266
O: 0.22664 -5.69322 0.52473
C: 1.58338 -8.43100 1.31105
C: 2.69657 -6.31735 2.10157
C: 0.38084 -7.69343 -1.82124
H: 1.28679 -4.29145 -2.22136
H: -0.21112 -5.10304 -2.24930
H: 1.03498 -5.59554 -3.35503
H: 2.64395 -7.31446 -3.09009
H: 3.26729 -5.96014 -2.13920
H: 4.49190 -7.98137 -1.73633
H: 3.11598 -8.91991 -1.35189
H: 4.38661 -6.71041 0.34594
H: 4.10806 -8.33081 0.55698
H: 0.53898 -8.30677 1.59722
H: 1.57814 -9.19778 0.53638
H: 2.13255 -8.81632 2.17014
H: 3.22604 -6.89707 2.85766
H: 3.21085 -5.39882 1.81889
H: 1.82924 -5.99188 2.67595
H: -0.58282 -7.53980 -1.33558
H: 0.74906 -8.65600 -1.46632
H: 0.18547 -7.75830 -2.89162
C: 4.92178 7.95433 1.97072
C: 3.71072 7.02094 1.84377
C: 2.54124 8.00264 1.73802
C: 1.24553 7.39851 1.16518
C: 1.42085 6.49505 -0.05981
C: 2.69425 5.53067 0.02452
N: 3.87745 6.15754 0.64379
O: 5.05171 5.39342 0.60930
C: 2.16172 4.24274 0.77250
C: 2.92493 5.13049 -1.43394
C: 3.48067 6.23305 3.08105
H: 5.33083 8.13582 0.97682
H: 5.68495 7.56113 2.64234
H: 4.72410 8.92183 2.43221
H: 2.31431 8.55800 2.64806
H: 2.74382 8.78942 1.01136
H: 0.49870 8.10758 0.80801
H: 0.71916 6.84120 1.94005
H: 1.48723 7.07427 -0.98078
H: 0.53181 5.86565 -0.02020
H: 3.02255 3.69001 1.14876
H: 1.58174 4.54184 1.64558
H: 1.43630 3.56185 0.32725
H: 2.06441 4.71891 -1.96139
H: 3.39634 5.95286 -1.97207
H: 3.54398 4.23758 -1.52107
H: 3.37990 6.82172 3.99287
H: 4.35802 5.61945 3.28561
H: 2.57192 5.63117 3.08049
C: -1.80257 1.64149 4.67702
C: -1.69085 2.94039 3.85283
C: -1.46381 2.49754 2.36349
C: -2.71316 1.96610 1.70362
C: -3.79302 3.03553 1.86526
C: -4.18042 3.36664 3.27424
N: -2.90419 3.82357 3.91052
O: -2.98355 4.63648 5.10741
C: -5.24274 4.53064 3.06244
C: -4.83863 2.17133 3.88649
C: -0.36171 3.70290 4.21680
H: -2.34553 0.83917 4.17744
H: -2.38311 1.73911 5.59438
H: -0.84416 1.20869 4.96379
H: -1.02173 3.32603 1.81007
H: -0.69899 1.73466 2.21802
H: -2.87454 1.01525 2.21151
H: -2.40493 1.68918 0.69545
H: -4.73393 2.77420 1.38102
H: -3.37440 3.91770 1.38087
H: -5.77978 4.60584 4.00797
H: -4.85699 5.50086 2.74944
H: -6.05336 4.20552 2.41029
H: -4.45795 1.20442 3.55744
H: -4.97249 2.14286 4.96787
H: -5.89509 2.11555 3.62404
H: -0.23868 4.06049 5.23910
H: -0.22994 4.51606 3.50300
H: 0.51547 3.07943 4.04377
C: -0.16332 -4.14118 3.79694
C: 0.03406 -2.94140 4.69474
C: 0.92847 -3.38957 5.90875
C: 2.42134 -3.41481 5.67849
C: 2.92185 -2.07172 5.19598
C: 2.13292 -1.62789 3.96225
N: 0.62916 -1.74392 4.06430
O: -0.14283 -1.39457 2.86665
C: 2.56241 -0.13021 3.85052
C: 2.70022 -2.29839 2.68174
C: -1.34624 -2.61100 5.34888
H: 0.66983 -4.23658 3.10062
H: -1.00767 -4.25893 3.11775
H: -0.21545 -5.11289 4.28801
H: 0.66250 -2.78390 6.77508
H: 0.72760 -4.42106 6.19820
H: 2.72242 -4.14512 4.92743
H: 2.84325 -3.69284 6.64430
H: 4.00981 -2.13788 5.18831
H: 2.81916 -1.30622 5.96511
H: 1.95886 0.43020 3.13654
H: 2.31341 0.36095 4.79119
H: 3.61586 0.06774 3.65263
H: 2.19058 -1.89520 1.80664
H: 3.78821 -2.31733 2.61837
H: 2.49751 -3.36839 2.72773
H: -1.11598 -1.90519 6.14695
H: -1.90231 -3.47601 5.71032
H: -1.95259 -1.99123 4.68833
C: -8.07384 -3.20552 0.01790
C: -6.84559 -2.41194 0.57067
C: -6.36453 -3.16843 1.81549
C: -4.93004 -2.90297 2.20968
C: -4.03559 -3.27859 1.03959
C: -4.38207 -2.47781 -0.22282
N: -5.84108 -2.46390 -0.51248
O: -6.21414 -1.60243 -1.66845
C: -3.74949 -1.04190 -0.00592
C: -3.70196 -3.22473 -1.43584
C: -7.39956 -1.03390 1.05926
H: -8.39485 -2.85578 -0.96329
H: -8.81881 -3.11561 0.80850
H: -7.81071 -4.25959 -0.07039
H: -6.98352 -2.78687 2.62751
H: -6.52811 -4.24604 1.82542
H: -4.76555 -3.55813 3.06513
H: -4.75866 -1.86535 2.49617
H: -4.31360 -4.28170 0.71620
H: -2.99578 -3.17623 1.35010
H: -3.97101 -0.47972 -0.91310
H: -4.02998 -0.37726 0.81119
H: -2.67191 -1.20109 -0.04551
H: -3.86139 -2.55463 -2.28061
H: -2.67988 -3.52896 -1.21022
H: -4.23527 -4.15219 -1.64440
H: -8.07393 -1.07889 1.91442
H: -7.92887 -0.52997 0.25057
H: -6.43853 -0.56825 1.27767
C: -4.04695 2.70159 -6.20301
C: -2.71118 3.45454 -6.06170
C: -3.21489 4.77778 -5.43618
C: -2.11884 5.60405 -4.92557
C: -1.47742 4.75629 -3.79743
C: -0.97830 3.42023 -4.29672
N: -1.94871 2.63641 -5.10276
O: -1.50215 1.22040 -5.51103
C: 0.43274 3.53101 -4.98413
C: -0.78750 2.75641 -2.92440
C: -2.01460 3.66000 -7.41871
H: -4.79041 3.28151 -6.74988
H: -4.43992 2.29550 -5.27093
H: -3.96205 1.78861 -6.79240
H: -3.82867 5.37576 -6.10981
H: -3.91074 4.48607 -4.64955
H: -2.50823 6.51549 -4.47196
H: -1.43254 5.98596 -5.68138
H: -2.19355 4.68914 -2.97843
H: -0.68509 5.35671 -3.35044
H: 0.84769 4.45413 -4.57946
H: 1.14094 2.74234 -4.73008
H: 0.44148 3.66748 -6.06552
H: -0.35383 1.75736 -2.96819
H: -0.22054 3.31042 -2.17625
H: -1.73249 2.55814 -2.41863
H: -1.57739 2.75179 -7.83357
H: -1.16619 4.34129 -7.35431
H: -2.75534 4.01499 -8.13522
N: 0.28638 -0.81267 -0.19651
C: 0.99290 0.35512 -0.08614
C: 1.69851 0.50595 -1.30059
C: 1.17603 -0.46041 -2.21486
C: 0.43043 -1.33015 -1.45242
H: -0.20427 -1.26515 0.56152
H: 1.05204 0.86053 0.86647
H: 2.49504 1.20449 -1.51029
H: 1.29980 -0.62050 -3.27573
H: 0.02616 -2.25331 -1.84067
N: 3.35591 -2.08911 -0.74446
C: 3.65070 -3.40066 -0.41860
C: 4.98590 -3.62814 -0.50905
C: 5.57428 -2.47345 -0.93954
C: 4.57920 -1.51960 -0.93379
H: 2.50225 -1.55738 -0.83732
H: 2.77667 -3.91456 -0.04662
H: 5.44605 -4.56715 -0.23901
H: 6.63084 -2.27047 -1.03378
H: 4.58296 -0.45207 -1.09740
N: 0.21695 -1.50535 -6.16029
C: 0.62633 -2.38395 -5.21288
C: 1.97962 -2.50893 -5.18282
C: 2.48323 -1.71190 -6.17402
C: 1.38113 -1.03472 -6.71562
H: -0.72854 -1.23651 -6.39238
H: -0.08149 -2.67379 -4.45039
H: 2.53635 -3.13399 -4.50037
H: 3.52472 -1.51569 -6.38189
H: 1.33662 -0.27472 -7.48167

Here are the Mulliken charges for atoms 1 to 2, given in e: number 1, C, carries 0.828; number 2, Cl, carries -0.066

2.
This record from the OMol25 dataset describes a molecular structure, C68H147B2F8KN6O2 in a non-equilibrium geometry. The level of theory is wB97M-V/def2-TZVPD.

* LUMO level: -6.41 eV
* 2S+1: 1
* F_max: 3.43 eV/A
* HOMO: -15.318 eV
* total charge: +4

Geometry (Å):
K: -25.49150 10.96234 -13.20197
C: -27.49075 10.97348 -17.92174
C: -28.84831 10.57292 -18.53297
C: -29.94712 10.64965 -17.42891
C: -29.85162 9.36278 -16.54120
N: -30.74020 9.29423 -15.25910
C: -30.24082 8.11077 -14.34654
C: -29.24446 8.73287 -13.34171
C: -29.32421 10.27146 -13.46454
C: -30.53694 10.57635 -14.36216
C: -32.22613 9.22930 -15.63368
C: -32.56646 8.00725 -16.54848
C: -34.00367 7.80779 -16.88523
H: -27.26531 10.44167 -16.99738
H: -27.55375 12.04700 -17.74371
H: -26.77321 10.73455 -18.70668
H: -28.79400 9.66099 -19.12755
H: -29.15619 11.27258 -19.31000
H: -30.90036 10.68439 -17.95638
H: -29.78456 11.49741 -16.76335
H: -28.81458 9.34542 -16.20604
H: -29.99830 8.49418 -17.18317
H: -31.11063 7.77345 -13.78286
H: -29.90660 7.30007 -14.99396
H: -29.49882 8.35606 -12.35104
H: -28.26213 8.30446 -13.54068
H: -29.36359 10.80534 -12.51505
H: -28.39625 10.71279 -13.82814
H: -31.41022 10.56095 -13.71004
H: -30.51524 11.49711 -14.94511
H: -32.49049 10.10776 -16.22234
H: -32.77992 9.24352 -14.69495
H: -32.23695 7.15287 -15.95725
H: -31.96734 8.07927 -17.45621
H: -34.18282 6.95428 -17.53908
H: -34.53811 8.64259 -17.33864
H: -34.43209 7.64281 -15.89663
C: -22.68543 9.18189 -9.85856
C: -21.68634 8.17889 -9.25716
C: -20.91816 8.75814 -7.93554
C: -20.29001 7.65403 -7.20084
N: -19.39565 8.18603 -6.01263
C: -18.26594 9.06420 -6.58383
C: -16.98589 8.85654 -5.71238
C: -17.26814 7.57473 -4.90800
C: -18.54591 6.98393 -5.47338
C: -20.02662 8.98750 -4.85438
C: -21.09037 8.31864 -4.06311
C: -21.67376 9.30818 -2.94127
H: -23.34647 9.56727 -9.08228
H: -23.31297 8.73503 -10.62968
H: -22.08322 10.00424 -10.24478
H: -20.97845 7.86756 -10.02532
H: -22.08126 7.19659 -8.99791
H: -21.54448 9.29542 -7.22337
H: -20.27732 9.57892 -8.25762
H: -19.68304 7.09942 -7.91645
H: -20.94786 6.90261 -6.76415
H: -18.44129 10.13998 -6.57588
H: -18.10839 8.79718 -7.62881
H: -16.84090 9.67436 -5.00651
H: -16.08917 8.73861 -6.32073
H: -17.24585 7.78602 -3.83890
H: -16.37210 6.96193 -5.00631
H: -19.13969 6.32129 -4.84375
H: -18.25848 6.41426 -6.35710
H: -20.34551 9.92471 -5.31052
H: -19.19611 9.30977 -4.22629
H: -20.63961 7.41196 -3.65957
H: -21.89538 7.98681 -4.71880
H: -22.41210 8.80339 -2.31825
H: -22.22050 10.11671 -3.42652
H: -20.79766 9.60505 -2.36472
C: -26.26332 6.57090 -16.70310
C: -25.46839 5.99651 -15.50244
C: -26.31017 5.96867 -14.16228
C: -25.80380 4.81861 -13.23469
N: -26.36747 4.82225 -11.78182
C: -25.79124 3.59460 -11.04248
C: -25.22893 4.05372 -9.66470
C: -25.69705 5.51331 -9.51840
C: -25.70298 5.97622 -11.02231
C: -27.88301 5.16494 -11.60264
C: -28.87112 4.25054 -12.36859
C: -30.25996 4.85304 -12.34184
H: -25.67206 6.88667 -17.56264
H: -26.71497 7.51046 -16.38474
H: -26.98293 5.86644 -17.12024
H: -24.51925 6.50581 -15.33558
H: -25.10758 5.00046 -15.75899
H: -27.38423 5.85216 -14.30683
H: -26.14426 6.92305 -13.66255
H: -24.71850 4.84308 -13.13658
H: -26.08269 3.87687 -13.70738
H: -26.66106 2.94643 -10.93581
H: -25.04265 3.12268 -11.67887
H: -25.63714 3.46409 -8.84385
H: -24.14156 4.10016 -9.72439
H: -26.68639 5.52087 -9.06094
H: -25.09113 6.18343 -8.90857
H: -26.19810 6.91180 -11.28246
H: -24.70594 6.17069 -11.41750
H: -27.96552 6.18621 -11.97453
H: -28.04474 5.09359 -10.52707
H: -28.79263 3.20490 -12.07097
H: -28.56117 4.26816 -13.41345
H: -30.20912 5.84381 -12.79337
H: -30.68857 4.90023 -11.34076
H: -30.93696 4.25136 -12.94827
C: -23.56329 11.12597 -17.59374
C: -24.02598 12.55109 -17.64240
C: -22.84627 13.48244 -17.64356
C: -23.12565 14.83959 -16.92428
N: -21.84823 15.61312 -16.53892
C: -21.31711 14.88294 -15.25491
C: -21.98866 15.50016 -14.12211
C: -22.68426 16.80187 -14.54956
C: -22.20653 17.00619 -15.99750
C: -20.84126 15.73780 -17.71375
C: -19.48725 16.47272 -17.45697
C: -18.31911 16.20609 -18.53390
H: -24.36014 10.44531 -17.89346
H: -23.24035 10.91050 -16.57522
H: -22.70963 10.98822 -18.25737
H: -24.66404 12.64414 -16.76358
H: -24.62355 12.72986 -18.53630
H: -22.60833 13.70509 -18.68371
H: -21.97591 12.96997 -17.23375
H: -23.65099 14.61054 -15.99710
H: -23.70968 15.50487 -17.56021
H: -20.23536 15.00335 -15.31336
H: -21.43252 13.79917 -15.27030
H: -21.34067 15.65265 -13.25901
H: -22.88781 14.93406 -13.87889
H: -22.42236 17.61526 -13.87287
H: -23.77158 16.72633 -14.56114
H: -21.24348 17.51657 -16.00927
H: -22.88123 17.48723 -16.70564
H: -21.36985 16.17182 -18.56246
H: -20.68984 14.70464 -18.02642
H: -19.03715 16.34123 -16.47299
H: -19.58112 17.55834 -17.48402
H: -18.68987 16.55094 -19.49916
H: -17.97191 15.17738 -18.63031
H: -17.41788 16.78708 -18.33813
C: -24.31890 12.18232 -5.77493
C: -25.34427 12.73723 -6.71599
C: -24.62355 13.48964 -7.79309
C: -25.49068 14.00353 -8.97736
N: -24.85971 15.09196 -9.82262
C: -25.77692 15.49070 -11.00498
C: -26.90690 16.36022 -10.45948
C: -26.14927 17.13421 -9.31666
C: -24.87104 16.41867 -9.04714
C: -23.42595 14.74412 -10.16365
C: -23.34772 13.44997 -10.99339
C: -21.85375 12.89212 -11.11408
H: -23.62350 11.63369 -6.41018
H: -24.74907 11.53354 -5.01196
H: -23.62868 12.88587 -5.30941
H: -25.88090 13.48662 -6.13415
H: -25.98920 11.96545 -7.13613
H: -23.87035 12.82116 -8.21013
H: -23.94183 14.22783 -7.37069
H: -26.47398 14.33150 -8.64024
H: -25.79456 13.22978 -9.68240
H: -25.12285 15.98932 -11.72029
H: -26.11643 14.56029 -11.46014
H: -27.38964 17.02254 -11.17808
H: -27.80196 15.91248 -10.02762
H: -25.94760 18.14760 -9.66374
H: -26.81611 17.13197 -8.45443
H: -24.04394 17.04987 -9.37210
H: -24.65785 16.34046 -7.98106
H: -22.91649 14.55871 -9.21805
H: -23.03353 15.65526 -10.61524
H: -23.86319 13.49361 -11.95280
H: -24.01384 12.68689 -10.59080
H: -21.47507 12.57868 -10.14121
H: -21.20135 13.64798 -11.55128
H: -21.77237 12.05651 -11.80923
C: -34.47952 12.99851 -13.79047
C: -34.83324 13.70212 -12.46400
C: -33.53568 13.97743 -11.65512
C: -32.79065 12.70418 -11.03167
N: -31.55057 13.07873 -10.16807
C: -30.82777 11.75832 -9.72821
C: -30.18733 12.09458 -8.41421
C: -30.98366 13.26042 -7.77768
C: -31.96727 13.72794 -8.83698
C: -30.57220 14.13571 -10.91336
C: -29.96942 13.60789 -12.30539
C: -29.39373 14.77837 -13.16275
H: -35.37618 13.21894 -14.36969
H: -34.27319 11.92848 -13.76684
H: -33.64396 13.46894 -14.30877
H: -35.49545 13.14414 -11.80201
H: -35.26958 14.69183 -12.59887
H: -33.63574 14.60178 -10.76728
H: -32.85472 14.49938 -12.32740
H: -32.38174 12.00353 -11.75967
H: -33.39756 12.09000 -10.36644
H: -30.14658 11.59052 -10.56243
H: -31.49540 10.89930 -9.66142
H: -29.16621 12.45463 -8.53990
H: -30.07184 11.21637 -7.77899
H: -30.23643 14.01792 -7.54119
H: -31.53714 12.95345 -6.89025
H: -32.08705 14.80656 -8.93867
H: -32.91519 13.25273 -8.58458
H: -29.83359 14.24532 -10.11930
H: -31.11714 15.07622 -10.99451
H: -30.69271 13.06921 -12.91758
H: -29.18170 12.86437 -12.18388
H: -28.49863 15.17267 -12.68168
H: -30.10674 15.60083 -13.21994
H: -29.11087 14.47695 -14.17133
B: -22.85003 9.12112 -14.14817
F: -24.17445 9.02271 -14.51952
F: -22.09478 8.95917 -15.21348
F: -22.65648 10.37409 -13.60170
F: -22.60034 8.19722 -13.19347
B: -26.82308 10.14737 -10.53336
F: -27.21447 9.90001 -9.27986
F: -26.96274 8.99749 -11.36148
F: -27.53341 11.23871 -11.03050
F: -25.52551 10.44473 -10.63653
C: -26.59804 14.65139 -16.17978
C: -26.55674 13.61077 -15.03597
O: -25.56830 13.60056 -14.26485
O: -27.47423 12.74253 -15.13098
H: -26.80821 14.19084 -17.14508
H: -25.80242 15.39643 -16.17902
H: -27.45671 15.21924 -15.82152

Here are the Mulliken charges for atoms 1 to 2, given in e: number 1, K, carries 0.716; number 2, C, carries -0.252

What is the F_max in the first record? 6.89 eV/A